Record 1
The following is a DFT calculation (ωB97M-V with the def2-TZVPD basis set) of C25H30N2O4 in the gas phase.

Output
Relative energy (zero: lowest compared OMol25 entry of this formula, charge and spin): 112.4 kJ/mol
Largest force on an atom: 0.9 eV/A
E_LUMO: 0.1 eV
Net charge: 0

Last column: natural (NBO) charge in e.
Cartesian coordinates (Å):
C 5.7664 3.6473 0.0555  -0.607
C 6.4123 2.9838 1.2651  -0.389
C 5.4304 2.1517 2.0909  -0.413
C 4.9368 0.8935 1.3791  -0.069
O 3.9273 1.2563 0.4562  -0.521
C 3.3644 0.2983 -0.3188  0.399
C 2.4132 0.7493 -1.2388  -0.293
C 1.7484 -0.1419 -2.0504  -0.159
C 2.0288 -1.5052 -1.9758  -0.199
C 3.0073 -1.9470 -1.0965  -0.114
C 3.6612 -1.0610 -0.2607  -0.334
H 4.3991 -1.4389 0.4287  0.224
H 3.2376 -3.0000 -1.0552  0.232
C 1.3495 -2.4664 -2.8804  0.679
O 1.9373 -3.2531 -3.5917  -0.580
N -0.0201 -2.3736 -2.9378  -0.604
C -0.8845 -1.7906 -2.0236  0.092
C -2.1754 -1.5427 -2.3375  -0.237
C -3.1731 -1.1115 -1.4059  -0.227
C -4.4233 -0.7660 -1.7621  -0.196
C -5.4702 -0.3468 -0.8529  0.015
C -6.6322 0.2303 -1.3748  -0.222
C -7.6499 0.6570 -0.5452  -0.209
C -7.5342 0.5096 0.8275  -0.218
C -6.3947 -0.0735 1.3595  -0.194
C -5.3725 -0.4990 0.5345  -0.233
H -4.5054 -0.9730 0.9676  0.228
H -6.3062 -0.2019 2.4287  0.210
H -8.3303 0.8406 1.4781  0.212
H -8.5382 1.1037 -0.9683  0.212
H -6.7280 0.3481 -2.4455  0.206
H -4.6893 -0.7660 -2.8129  0.193
H -2.8948 -1.1028 -0.3637  0.223
H -2.5024 -1.7271 -3.3543  0.206
C -0.3718 -1.5988 -0.6263  0.667
O 0.0543 -2.5244 0.0432  -0.649
N -0.4837 -0.3426 -0.1531  -0.599
H -0.8983 0.3661 -0.7364  0.408
C -0.0489 0.0458 1.1693  -0.239
H 0.5946 -0.7560 1.5413  0.229
H 0.5471 0.9582 1.0780  0.208
C -1.2223 0.2798 2.1295  -0.433
H -0.8954 0.9285 2.9427  0.212
H -2.0279 0.7851 1.5923  0.204
C -1.7613 -1.0181 2.7488  -0.056
O -2.2478 -1.9358 1.8048  -0.742
H -1.4971 -2.3614 1.3638  0.492
H -0.9775 -1.4771 3.3656  0.160
H -2.6099 -0.7758 3.3959  0.179
H -0.4443 -2.9267 -3.6747  0.414
H 1.0201 0.2202 -2.7626  0.219
H 2.2159 1.8088 -1.2927  0.223
H 4.5226 0.1908 2.1160  0.178
H 5.7697 0.4036 0.8574  0.175
H 5.9197 1.8413 3.0161  0.212
H 4.5625 2.7598 2.3506  0.209
H 6.8350 3.7562 1.9119  0.202
H 7.2348 2.3444 0.9357  0.193
H 5.3617 2.9033 -0.6238  0.212
H 6.4989 4.2454 -0.4821  0.207
H 4.9538 4.2980 0.3703  0.200

Force components x, y, z for each atom (eV/Å):
0.220 -0.065 0.046
-0.239 0.051 0.050
0.121 -0.216 -0.353
0.203 -0.040 0.499
-0.197 0.084 -0.169
-0.240 -0.013 -0.250
0.221 0.097 0.140
0.249 -0.159 -0.032
0.393 0.114 -0.037
-0.213 0.075 -0.208
0.200 0.094 0.214
0.068 -0.003 0.074
0.028 -0.108 0.013
0.072 0.004 -0.149
0.101 -0.080 0.072
-0.272 -0.281 -0.418
-0.658 0.163 -0.137
0.858 -0.125 -0.184
-0.836 0.189 0.146
0.817 -0.200 -0.140
-0.510 0.198 0.338
0.232 -0.099 0.013
-0.136 0.056 0.092
-0.080 0.042 -0.013
-0.010 0.033 0.081
-0.007 0.000 -0.151
0.141 -0.083 0.053
0.010 -0.022 0.080
-0.060 0.019 0.048
-0.058 0.031 -0.031
0.008 -0.005 -0.097
0.015 -0.045 -0.127
-0.051 0.032 0.199
0.051 -0.021 -0.133
-0.392 0.553 0.213
0.063 -0.403 0.132
-0.114 -0.070 -0.026
0.036 -0.131 -0.122
-0.102 0.080 0.291
0.040 0.144 -0.032
0.035 -0.098 -0.022
0.030 -0.489 0.020
-0.001 0.088 0.045
-0.043 0.091 0.034
0.084 0.540 0.194
-0.090 -0.287 -0.336
0.002 -0.061 0.029
-0.055 0.039 0.017
0.139 -0.026 0.040
0.184 0.038 0.161
-0.092 0.030 -0.040
-0.017 0.134 -0.009
0.047 0.014 -0.143
-0.079 -0.015 0.020
-0.071 -0.028 0.046
-0.054 -0.006 0.128
0.090 -0.038 -0.011
0.081 0.003 0.059
-0.056 0.010 -0.114
0.015 0.089 -0.084
-0.124 0.081 -0.021



Record 2
The following is a DFT calculation (ωB97M-V with the def2-TZVPD basis set) of C7H8N2O2 in the gas phase in a non-equilibrium geometry.

Output
Relative energy (zero: lowest compared OMol25 entry of this formula, charge and spin): 577.8 kJ/mol
Largest force on an atom: 5.2 eV/A
E_LUMO: 0.8 eV
Net charge: 0

Last column: natural (NBO) charge in e.
Cartesian coordinates (Å):
C -0.9888 1.0734 2.0000  0.060
C -0.5416 2.4141 -0.8473  0.026
C 1.0370 -1.4460 -0.1103  -0.480
C 0.9691 -0.7480 -1.4541  -0.069
C -0.1458 -1.1542 0.7919  0.103
C -0.3147 0.4369 0.8354  -0.042
C 0.0935 1.1240 -0.4581  0.287
N 0.2973 1.1417 2.0821  -0.284
N -1.2514 1.5815 -1.4291  -0.324
O 1.1185 0.6702 -1.2585  -0.494
O -1.3128 -1.8288 0.5464  -0.700
H -1.7549 1.5035 2.5501  0.217
H -0.4596 3.4817 -0.8080  0.199
H 0.8880 -2.4863 -0.2017  0.231
H 1.9345 -1.0310 0.2809  0.231
H 1.8580 -0.9574 -2.0584  0.200
H 0.1127 -0.9293 -2.0085  0.175
H 0.1454 -1.2922 1.8816  0.188
H -1.6844 -1.5539 -0.3345  0.476

Force components x, y, z for each atom (eV/Å):
4.863 -0.142 -1.939
0.917 -1.074 0.194
-1.600 0.638 -0.730
2.326 0.587 0.574
1.268 3.971 2.493
0.831 -0.836 0.159
-2.803 1.869 -1.159
-2.877 -0.829 -0.305
0.711 -0.789 0.872
-0.912 -0.039 1.268
-1.263 -0.310 -1.651
-1.630 0.442 0.708
0.094 0.484 0.113
1.163 -1.557 -0.409
0.904 -0.532 0.984
-0.296 -0.487 0.058
-1.863 -0.378 -1.159
-0.355 -0.688 -1.290
0.522 -0.330 1.221



Record 3
The following is a DFT calculation (ωB97M-V with the def2-TZVPD basis set) of C5H8O2 in the gas phase in a non-equilibrium geometry.

Output
Relative energy (zero: lowest compared OMol25 entry of this formula, charge and spin): 104.3 kJ/mol
Largest force on an atom: 1.4 eV/A
E_LUMO: 1.0 eV
Net charge: 0

Last column: natural (NBO) charge in e.
Cartesian coordinates (Å):
C -1.2637 0.6039 0.4132  -0.075
O -0.7363 1.2506 -0.7543  -0.530
C 0.3831 0.4763 -1.1637  0.348
C -0.0073 -0.9490 -0.8203  -0.448
C -0.2792 -0.5418 0.6399  -0.284
C 1.1032 0.1084 0.9321  -0.089
O 1.4907 0.6755 -0.3351  -0.527
H -2.2874 0.2551 0.2182  0.177
H -1.2843 1.3128 1.2498  0.183
H 0.6429 0.7571 -2.1810  0.196
H 0.8342 -1.6397 -0.9343  0.220
H -0.8840 -1.3040 -1.3582  0.217
H -0.6334 -1.3415 1.3036  0.232
H 1.1178 1.0129 1.5120  0.196
H 1.8037 -0.6766 1.2780  0.184

Force components x, y, z for each atom (eV/Å):
-0.109 -0.091 0.212
0.191 0.128 -0.067
-0.129 -0.285 -0.508
-0.151 -0.166 -0.129
0.132 0.146 -0.049
-0.086 -0.481 -0.205
0.323 -0.042 -0.326
0.162 0.046 -0.006
0.013 -0.080 -0.141
-0.042 -0.071 0.043
-0.204 0.099 -0.003
-0.062 -0.033 0.057
0.318 0.378 -0.046
-0.350 -0.205 1.347
-0.008 0.656 -0.180



Record 4
The following is a DFT calculation (ωB97M-V with the def2-TZVPD basis set) of a molecular structure, C5H8OS2 in a non-equilibrium geometry.

Output
Relative energy (zero: lowest compared OMol25 entry of this formula, charge and spin): 204.3 kJ/mol
Largest force on an atom: 6.7 eV/A
E_LUMO: 0.7 eV
Net charge: 0

Last column: natural (NBO) charge in e.
Cartesian coordinates (Å):
C 1.0008 -1.7734 0.9465  -0.642
C -0.1520 -0.8457 0.6946  -0.450
C -0.3137 0.3801 -1.4755  -0.633
C -1.2036 1.4761 -0.8466  -0.098
C 0.3600 0.6339 0.6894  -0.036
H 1.9000 -1.2700 0.3521  0.231
H 1.2189 -1.7134 2.1446  0.212
H 0.9114 -2.8465 0.4646  0.241
H -0.8644 -0.7831 1.5113  0.241
H -0.2986 0.4098 -2.6248  0.284
H -2.2777 1.5209 -0.9985  0.205
H -0.9293 2.4648 -1.1990  0.181
H 0.8707 1.0156 1.6078  0.242
O -0.7597 1.5317 0.5097  -0.538
S -0.7345 -1.0901 -0.9256  0.344
S 1.2720 0.8894 -0.8507  0.214

Force components x, y, z for each atom (eV/Å):
2.550 -0.476 0.977
1.255 1.505 1.547
-0.243 5.117 -4.247
1.118 1.672 -0.378
-0.507 1.278 0.275
-1.562 -1.319 1.439
-0.176 -0.743 -2.955
-0.087 2.086 1.489
-0.600 -0.637 -0.214
-0.179 0.004 1.691
-0.285 -1.266 0.509
0.373 0.179 -0.773
-0.241 -0.776 -0.789
-0.473 -1.130 1.107
-2.353 -5.399 0.058
1.412 -0.096 0.266



How do the records compare in gap between HOMO and LUMO? In the order shown, they have 7.75 9.92 10.73 9.25 eV.